1.
A 2-piece molecular cluster, C3H4N2O3 overall. Source: OMol25; level of theory: ωB97M-V/def2-TZVPD.

Geometry as ORCA input:
```
! RIJCOSX wB97M-V def2-TZVPD def2/J DEFGRID3
* xyz 0 1
C 0.565 0.011 -1.090
C 1.646 0.908 -0.405
O 2.649 1.260 -0.956
N 0.991 1.353 0.654
O 0.604 0.896 1.704
H -0.441 0.409 -1.002
H 0.611 -0.971 -0.625
H 0.846 -0.052 -2.139
N -1.881 -0.289 1.208
C -2.026 -1.348 0.688
O -2.285 -2.287 0.067
H -1.279 0.111 1.897
*
```

ΔE to the lowest compared entry with this formula, charge and spin ... 404.3 kJ/mol
SMILES ... CC(=O)N=O.N=C=O
Frontier orbital gap (spin up / spin down) ... 0.306 / 0.306 hartree
HOMO energy (spin up / spin down) ... -9.975 / -9.973 eV

natural (NBO) analysis output, partial charges in e: -0.692 0.581 -0.509 0.138 -0.249 0.246 0.236 0.252 -0.783 0.855 -0.511 0.438


2.
C19H31NO2 as an isolated structure. Source: OMol25; level of theory: ωB97M-V/def2-TZVPD.

Geometry as ORCA input:
```
! RIJCOSX wB97M-V def2-TZVPD def2/J DEFGRID3
* xyz 0 1
C -4.037 -0.869 0.853
C -3.290 0.406 1.254
C -3.526 0.935 2.508
C -2.614 2.026 2.783
C -1.611 2.679 1.776
C -1.392 1.920 0.664
C -2.068 0.798 0.382
H -2.242 0.367 -0.761
O -0.629 2.444 -0.284
C -0.257 1.910 -1.402
C 0.494 0.432 -1.166
O 0.632 -0.156 -2.565
C 1.765 -0.886 -2.664
C 1.278 -2.374 -1.714
N 2.362 -3.256 -1.975
C 2.756 -3.904 -3.126
C 3.274 -5.162 -2.957
H 2.499 -6.010 -3.287
H 3.916 -5.441 -3.483
C 3.352 -5.467 -1.361
H 4.287 -5.059 -1.264
H 3.223 -6.584 -0.989
C 2.216 -4.496 -0.871
H 2.536 -4.195 0.207
H 1.020 -4.913 -1.149
H 3.319 -3.174 -3.668
H 1.848 -3.719 -3.837
H 0.230 -2.787 -2.148
H 1.302 -2.156 -0.674
H 1.846 -1.217 -3.533
H 2.545 -0.713 -2.159
H 1.572 0.919 -0.970
H 0.113 -0.056 -0.408
H 0.381 2.666 -2.033
H -1.094 1.596 -2.006
C -0.965 3.613 2.460
C 0.571 3.393 2.186
H 1.396 4.104 2.875
H 0.846 2.448 2.993
H 0.982 2.881 1.369
C -1.033 4.263 3.930
H -2.041 4.304 4.021
H -0.409 4.991 3.983
H -0.790 3.457 4.472
C -1.122 4.786 1.308
H -2.176 5.309 1.475
H -0.445 5.876 1.750
H -0.754 4.808 0.440
H -2.882 2.363 3.719
H -4.056 0.318 3.131
H -4.623 -1.342 1.596
H -3.508 -1.635 0.246
H -4.999 -0.441 0.070
*
```

ΔE to the lowest compared entry with this formula, charge and spin ... 1909.9 kJ/mol
Frontier orbital gap ... 0.302 hartree
HOMO energy ... -7.569 eV

natural (NBO) analysis output, partial charges in e: -0.626 0.038 -0.278 -0.162 -0.013 0.318 -0.336 0.237 -0.519 -0.043 -0.093 -0.528 0.006 -0.234 -0.447 -0.239 -0.361 0.179 0.183 -0.419 0.205 0.222 -0.255 0.223 0.188 0.193 0.150 0.147 0.194 0.159 0.157 0.168 0.179 0.198 0.161 -0.082 -0.621 0.225 0.177 0.224 -0.553 0.213 0.214 0.207 -0.550 0.208 0.158 0.185 0.192 0.217 0.215 0.227 0.193


3.
C22H18Cl4FO2Re as an isolated structure. Source: OMol25; level of theory: ωB97M-V/def2-TZVPD.

Geometry as ORCA input:
```
! RIJCOSX wB97M-V def2-TZVPD def2/J DEFGRID3
* xyz 1 4
Re 0.033 -0.325 0.484
C -2.992 -2.655 1.661
C -2.127 -2.180 0.534
C -2.429 -1.003 -0.159
C -1.635 -0.525 -1.221
C -1.981 0.737 -1.956
C -0.500 -1.281 -1.585
C -0.185 -2.493 -0.927
C 0.970 -3.336 -1.376
C -0.987 -2.898 0.149
H -3.670 -3.431 1.302
H -3.595 -1.846 2.068
H -2.393 -3.086 2.463
H -3.274 -0.405 0.161
H -2.674 0.499 -2.766
H -1.093 1.191 -2.396
H -2.455 1.459 -1.293
H 0.113 -0.953 -2.416
H 0.586 -4.233 -1.865
H 1.581 -3.662 -0.534
H 1.593 -2.807 -2.093
H -0.727 -3.806 0.681
Cl -1.693 4.737 4.582
C -0.979 3.315 3.947
C -0.129 2.533 4.742
Cl 0.203 3.005 6.356
C 0.455 1.370 4.237
Cl 1.501 0.380 5.166
C 0.168 1.006 2.932
O 0.665 -0.087 2.297
C -0.667 1.790 2.150
O -0.866 1.293 0.884
C -1.256 2.941 2.631
Cl -2.289 3.845 1.598
F 2.479 2.242 -5.009
C 2.393 1.632 -3.821
C 1.813 2.306 -2.764
C 1.731 1.663 -1.538
C 2.211 0.362 -1.367
C 2.058 -0.315 -0.037
C 2.807 -0.274 -2.455
C 2.902 0.353 -3.689
H 1.452 3.316 -2.905
H 1.296 2.195 -0.697
H 2.605 0.184 0.763
H 2.377 -1.365 -0.052
H 3.231 -1.263 -2.334
H 3.374 -0.125 -4.536
*
```

Frontier orbital gap (spin up / spin down) ... 0.253 / 0.225 hartree
HOMO energy (spin up / spin down) ... -11.079 / -11.328 eV

natural (NBO) analysis output, partial charges in e: 1.656 -0.646 0.035 -0.183 -0.044 -0.643 -0.262 0.018 -0.654 -0.203 0.257 0.241 0.244 0.261 0.255 0.245 0.253 0.271 0.261 0.244 0.240 0.256 0.088 -0.085 -0.080 0.089 -0.081 0.081 0.186 -0.652 0.244 -0.674 -0.100 0.069 -0.305 0.410 -0.269 -0.203 -0.082 -0.690 -0.201 -0.266 0.247 0.222 0.258 0.228 0.217 0.246


4.
C9H14N3 as an isolated structure. Source: OMol25; level of theory: ωB97M-V/def2-TZVPD.

Geometry as ORCA input:
```
! RIJCOSX wB97M-V def2-TZVPD def2/J DEFGRID3
* xyz 1 3
C -3.406 -0.691 2.332
C -2.957 -0.252 3.560
C 1.362 -0.136 -2.173
C 0.753 -1.499 -1.688
C 2.004 0.561 -1.021
C -0.140 -1.282 -0.357
C 1.020 0.945 0.100
C 0.606 -0.395 0.416
C -0.091 1.921 -0.423
N -1.755 0.077 3.220
N -2.608 -0.728 1.304
N -1.558 -0.242 1.898
H -3.479 0.245 4.415
H 2.197 -0.474 -2.720
H 0.816 0.462 -2.901
H 0.238 -2.020 -2.445
H 1.590 -2.122 -1.404
H 2.810 0.100 -0.514
H 2.375 1.560 -1.281
H -1.166 -1.057 -0.762
H -0.155 -2.362 -0.059
H 1.579 1.418 0.874
H 1.063 -0.851 1.245
H 0.257 2.962 -0.572
H -0.777 2.220 0.289
H -0.578 1.641 -1.333
*
```

ΔE to the lowest compared entry with this formula, charge and spin ... 711.8 kJ/mol
Frontier orbital gap (spin up / spin down) ... 0.323 / 0.295 hartree
HOMO energy (spin up / spin down) ... -13.788 / -14.686 eV

natural (NBO) analysis output, partial charges in e: 0.451 -0.096 -0.451 -0.316 -0.373 -0.581 -0.330 0.393 -0.622 -0.228 -0.348 0.034 0.274 0.250 0.243 0.247 0.210 0.227 0.269 0.309 0.263 0.255 0.215 0.245 0.236 0.224